Record 1
{
  "formula": "C46H53Br2N6OTi",
  "method": "wB97M-V/def2-TZVPD",
  "elements": ["Ti", "C", "C", "C", "C", "C", "C", "C", "N", "N", "C", "C", "C", "C", "C", "C", "N", "C", "C", "C", "C", "C", "C", "N", "H", "H", "H", "H", "H", "H", "H", "H", "H", "H", "H", "H", "H", "H", "H", "H", "H", "H", "H", "H", "Br", "C", "C", "C", "N", "C", "C", "C", "C", "C", "Br", "C", "C", "N", "H", "H", "H", "H", "H", "H", "C", "C", "C", "C", "C", "C", "C", "C", "C", "C", "C", "C", "O", "H", "H", "H", "H", "H", "H", "H", "H", "H", "H", "H", "H", "H", "H", "H", "H", "H", "C", "C", "C", "C", "C", "H", "H", "H", "H", "H", "H", "H", "H", "H", "H"],
  "coordinates": [[-0.1445, 0.2398, 0.4144], [0.4309, -2.9539, -0.6012], [-0.8456, -3.5604, -1.2141], [-2.1562, -3.1015, -0.7609], [-3.2305, -3.8114, -1.3297], [-4.5278, -3.3473, -1.2237], [-4.7600, -2.1856, -0.5547], [-3.7542, -1.5562, 0.1185], [-2.4220, -2.1053, 0.1815], [1.5844, -2.8708, -1.5529], [2.6400, -1.9578, -1.1647], [2.5367, -1.4476, 0.2723], [3.2642, -2.1224, 1.2531], [3.5824, -1.5171, 2.4605], [3.3751, -0.1056, 2.5149], [2.5587, 0.4908, 1.5484], [1.9791, -0.2177, 0.5704], [1.9881, -4.1505, -2.1857], [2.7720, -4.1162, -3.4530], [2.7930, -3.0973, -4.4189], [3.3844, -3.2796, -5.6187], [4.1346, -4.4795, -5.7764], [4.2204, -5.4222, -4.7232], [3.4792, -5.2489, -3.6290], [0.8834, -3.4861, 0.2730], [0.3011, -1.9379, -0.3096], [-0.8970, -4.6698, -1.1070], [-0.8874, -3.4357, -2.3309], [-2.9980, -4.7220, -1.8223], [-5.2930, -3.9366, -1.6696], [-5.7031, -1.7008, -0.4720], [-3.9898, -0.8286, 0.8941], [2.7563, -1.0526, -1.8188], [3.6297, -2.4918, -1.2617], [3.6442, -3.1117, 0.9728], [4.0361, -2.1342, 3.2701], [3.8632, 0.4949, 3.2833], [2.3500, 1.5584, 1.7410], [1.0141, -4.6793, -2.2458], [2.5671, -4.7477, -1.4651], [2.2538, -2.1831, -4.2378], [3.3171, -2.6015, -6.4639], [4.5512, -4.7672, -6.7091], [4.8766, -6.3516, -4.7602], [-0.2422, 2.3716, -5.9366], [-0.4056, 1.3583, -4.3793], [0.2529, 0.1617, -4.0440], [0.0862, -0.4058, -2.7941], [-0.5850, 0.2315, -1.8382], [-1.3552, 1.3123, -2.2078], [-1.2856, 1.8984, -3.4796], [-2.1098, 1.8979, -1.1831], [-2.7028, 3.1426, -1.3093], [-3.3210, 3.7281, -0.1904], [-3.8646, 5.4980, -0.4492], [-3.5163, 2.9767, 1.0094], [-2.8760, 1.7369, 1.0163], [-2.0996, 1.2403, 0.0069], [0.7960, -0.4072, -4.8092], [0.5872, -1.3337, -2.4598], [-1.8632, 2.7952, -3.6280], [-2.6796, 3.6645, -2.2910], [-3.9997, 3.3817, 1.9407], [-2.9324, 1.1348, 1.9653], [1.2742, 2.9058, 4.9589], [0.1952, 2.6169, 3.8776], [-1.1227, 2.5343, 4.6804], [0.0469, 3.5701, 2.7330], [-0.3193, 4.9189, 3.0434], [-0.6128, 5.8185, 2.0376], [-0.3532, 5.5267, 0.6851], [0.2200, 4.3214, 0.3702], [1.0474, 4.3734, -0.9177], [2.0312, 3.2758, -1.1633], [0.1996, 4.6964, -2.1908], [0.2152, 3.2593, 1.3249], [0.2464, 1.9232, 1.0495], [0.7305, 2.9745, 5.8997], [1.8449, 3.8555, 4.8629], [2.0747, 2.1518, 5.0886], [0.4050, 1.5984, 3.4675], [-1.2330, 3.4374, 5.2533], [-1.2414, 1.6311, 5.3068], [-1.9085, 2.5400, 3.9056], [-0.1562, 5.1993, 4.0897], [-1.0016, 6.8224, 2.3627], [-0.6187, 6.2302, -0.0738], [1.5475, 5.3466, -0.7461], [1.4754, 2.3838, -1.4667], [2.6928, 3.0370, -0.2751], [2.5912, 3.6701, -1.9993], [-0.7995, 4.1983, -2.3059], [0.7661, 4.4436, -3.1320], [0.0362, 5.7886, -2.1800], [-2.1541, -3.4418, 2.5401], [-1.2779, -2.1572, 2.5114], [-1.7246, -1.2251, 3.6342], [0.2226, -2.3942, 2.7271], [-1.4850, -1.4476, 1.1133], [-2.2491, -3.9727, 3.4557], [-1.7625, -4.1234, 1.8006], [-3.1350, -3.1441, 2.2217], [-1.7725, -1.8537, 4.5706], [-2.7564, -0.8646, 3.5508], [-1.0630, -0.4178, 3.7283], [0.4973, -2.5171, 3.7950], [0.7298, -1.4378, 2.4334], [0.6539, -3.2146, 2.1435], [-2.0390, -0.5121, 1.4011]],
  "lowdin_spin": [0.860, 0.001, -0.003, -0.018, -0.001, -0.026, -0.003, -0.020, -0.004, 0.002, 0.002, 0.018, -0.002, 0.021, -0.004, 0.020, 0.007, 0.000, 0.000, 0.000, 0.000, 0.000, 0.000, 0.000, 0.000, 0.001, -0.001, -0.001, 0.000, -0.002, 0.000, -0.001, 0.000, 0.000, 0.000, 0.001, -0.001, 0.000, 0.000, 0.000, 0.000, 0.000, 0.000, 0.000, -0.002, -0.007, 0.016, -0.007, 0.010, 0.006, 0.013, 0.028, -0.001, 0.026, 0.005, 0.018, 0.011, 0.031, 0.001, 0.000, 0.001, 0.000, 0.001, 0.001, 0.000, 0.000, 0.000, 0.000, 0.000, 0.000, 0.000, 0.000, 0.000, 0.000, 0.000, -0.001, -0.003, 0.000, 0.000, 0.000, 0.000, 0.000, 0.000, 0.000, 0.000, 0.000, 0.000, 0.000, 0.000, 0.000, 0.000, 0.000, 0.000, 0.000, 0.000, -0.002, -0.001, 0.003, -0.001, 0.000, 0.000, 0.000, 0.000, 0.000, -0.001, 0.000, 0.002, 0.000, 0.003],
  "homo_energy_ev": [-4.08, -3.87],
  "multiplicity": 2
}

---

Record 2
{
  "formula": "C25H86N10O18",
  "method": "wB97M-V/def2-TZVPD",
  "elements": ["C", "O", "H", "H", "H", "H", "C", "O", "H", "H", "H", "H", "C", "O", "H", "H", "H", "H", "C", "O", "H", "H", "H", "H", "C", "O", "H", "H", "H", "H", "C", "O", "H", "H", "H", "H", "C", "O", "N", "N", "H", "H", "H", "H", "C", "O", "N", "N", "H", "H", "H", "H", "C", "O", "N", "N", "H", "H", "H", "H", "C", "O", "N", "N", "H", "H", "H", "H", "C", "O", "N", "N", "H", "H", "H", "H", "C", "C", "O", "H", "H", "H", "H", "H", "H", "C", "C", "O", "H", "H", "H", "H", "H", "H", "C", "C", "O", "H", "H", "H", "H", "H", "H", "C", "C", "O", "H", "H", "H", "H", "H", "H", "C", "C", "O", "H", "H", "H", "H", "H", "H", "C", "C", "O", "H", "H", "H", "H", "H", "H", "C", "C", "O", "H", "H", "H", "H", "H", "H"],
  "coordinates": [[0.7214, 2.2799, 4.3710], [1.0931, 1.2052, 5.2206], [-0.0760, 2.8988, 4.7821], [1.6077, 2.8567, 4.1067], [0.4639, 1.7681, 3.4437], [0.4176, 0.5638, 5.4530], [3.6471, -2.2068, -0.8549], [3.5613, -0.8306, -0.8231], [2.6960, -2.6692, -0.5912], [3.9411, -2.3566, -1.8937], [4.3439, -2.5994, -0.1142], [2.6698, -0.5202, -0.9977], [0.1300, -2.0796, -3.2639], [0.3160, -3.3027, -3.8926], [1.0369, -1.6565, -2.8320], [-0.1875, -1.3761, -4.0335], [-0.7033, -2.1764, -2.5680], [0.6297, -3.1114, -4.7795], [-5.1618, -0.1714, -0.1624], [-4.5951, 1.1544, -0.1271], [-6.0532, -0.1546, 0.4646], [-5.4254, -0.2313, -1.2184], [-4.4920, -0.9592, 0.1822], [-4.0846, 1.2975, -0.9275], [-3.7594, -3.5736, -1.3850], [-5.1252, -3.4359, -1.7447], [-3.3996, -4.4166, -1.9750], [-3.0987, -2.7181, -1.5250], [-3.5879, -3.7926, -0.3311], [-5.6494, -4.1686, -1.4128], [-5.0430, -1.6376, -5.0122], [-4.2682, -1.4551, -3.8509], [-6.0230, -2.0598, -4.7899], [-5.0534, -0.8200, -5.7330], [-4.6025, -2.4266, -5.6218], [-4.4214, -2.1174, -3.1730], [6.1720, 1.7644, -1.4072], [7.0611, 2.5908, -1.5024], [5.8935, 0.9518, -2.3305], [5.4188, 1.4846, -0.4005], [5.2896, 0.1613, -2.1556], [6.2778, 1.1801, -3.2362], [5.6756, 1.8384, 0.5100], [4.7985, 0.6920, -0.4844], [0.0836, -0.2074, 0.0597], [0.9563, 0.0454, -0.8336], [0.3199, -0.8064, 1.1962], [-1.1846, -0.0229, -0.0939], [-0.4211, -1.2877, 1.6853], [1.2592, -1.1598, 1.3096], [-1.7064, -0.1702, 0.7582], [-1.5766, 0.4838, -0.8747], [-2.1712, 1.6655, -2.9405], [-2.9438, 1.9580, -2.0665], [-1.0695, 2.2604, -3.1900], [-2.2101, 0.6231, -3.7210], [-0.9607, 3.1568, -2.7375], [-0.4260, 2.0262, -3.9324], [-1.4042, 0.6611, -4.3285], [-2.9763, -0.0339, -3.7607], [-3.0112, 1.0375, 3.2442], [-2.7657, -0.0449, 2.7207], [-3.6694, 1.9681, 2.7055], [-2.6239, 1.3954, 4.4413], [-4.1591, 1.8382, 1.8317], [-3.9246, 2.7324, 3.3144], [-2.6799, 2.3656, 4.7163], [-1.9761, 0.8378, 4.9794], [-4.3336, 5.4276, -1.1541], [-3.3260, 6.0562, -1.3241], [-5.4326, 5.9643, -0.7116], [-4.5213, 4.1472, -1.1439], [-5.4789, 6.9725, -0.7499], [-6.2276, 5.4366, -0.3804], [-3.8067, 3.5133, -1.4722], [-5.4915, 3.8696, -1.1032], [-0.9498, 3.9728, 0.2606], [0.0316, 4.4292, -0.7851], [-0.7947, 5.0287, -1.8257], [-0.3579, 3.4674, 1.0236], [-1.5772, 3.1751, -0.1371], [-1.6526, 4.6887, 0.6869], [0.6969, 3.6313, -1.1151], [0.5814, 5.2254, -0.2832], [-1.6971, 5.0057, -1.4989], [4.2101, -0.6251, 3.5597], [2.9225, -0.1667, 3.0177], [1.9295, -0.8441, 3.7059], [4.3739, -1.6416, 3.2020], [4.3385, -0.5725, 4.6409], [5.0539, -0.0586, 3.1658], [2.8556, -0.3037, 1.9384], [2.8354, 0.8934, 3.2559], [1.5968, -0.1857, 4.3204], [2.8126, 3.1931, 0.8770], [4.1342, 3.2961, 1.7710], [4.0787, 4.1561, 2.8396], [1.9258, 3.0043, 1.4820], [2.8565, 2.4391, 0.0911], [2.6725, 4.1724, 0.4193], [4.9398, 3.5275, 1.0743], [4.3403, 2.2809, 2.1102], [3.7208, 5.0037, 2.5654], [2.2433, -5.5833, 2.8533], [2.6244, -4.1165, 3.1756], [2.2204, -3.5968, 4.3939], [1.1539, -5.5988, 2.8868], [2.7460, -6.3547, 3.4368], [2.4502, -5.8948, 1.8295], [2.2102, -3.4450, 2.4235], [3.7115, -4.0673, 3.1148], [2.4055, -2.6573, 4.3253], [0.4717, -4.3186, -0.4485], [0.8232, -5.6051, -1.2806], [-0.0147, -5.6484, -2.3655], [0.7180, -3.4252, -1.0223], [0.8595, -4.3495, 0.5697], [-0.5938, -4.2019, -0.2507], [0.8482, -6.4965, -0.6538], [1.8588, -5.5482, -1.6158], [-0.0155, -4.8308, -2.8687], [-0.8396, -1.8852, 4.1184], [-1.1895, -3.1800, 3.3917], [-2.1330, -2.9559, 2.4022], [-0.5947, -1.0906, 3.4135], [-0.0476, -2.0099, 4.8567], [-1.7025, -1.5286, 4.6809], [-1.6711, -3.8561, 4.0982], [-0.2332, -3.5416, 3.0137], [-2.4371, -2.0461, 2.3655], [2.5035, 0.9023, -3.7534], [1.9875, 2.1672, -4.4654], [0.9351, 1.7969, -5.3597], [1.6948, 0.3205, -3.3113], [3.1647, 1.0368, -2.8974], [2.9942, 0.2380, -4.4648], [2.7243, 2.6976, -5.0687], [1.7298, 2.9769, -3.7827], [1.3244, 1.1306, -5.9307]],
  "mulliken_charge": [-0.348, -0.686, 0.275, 0.441, -0.038, 0.300, -0.505, 0.009, -0.196, 0.271, 0.339, 0.029, 0.211, -0.572, -0.185, 0.330, -0.015, 0.326, -0.525, -0.375, 0.332, 0.325, -0.008, 0.414, -0.586, -0.612, 0.464, -0.061, 0.414, 0.306, -0.820, -0.449, 0.300, 0.332, 0.307, 0.208, 0.597, -0.755, -0.286, -0.080, 0.150, 0.195, 0.205, -0.004, -1.083, 0.195, 2.469, 1.364, -0.670, -1.020, -0.494, -0.607, 0.183, -0.703, 0.016, -0.009, 0.262, -0.072, 0.052, 0.095, 0.545, -0.632, -0.221, -0.432, 0.107, 0.155, 0.197, 0.143, 0.736, -0.749, -0.438, 0.008, 0.252, 0.125, 0.087, 0.204, -0.014, 0.035, -0.699, -0.257, -0.171, 0.437, -0.103, 0.328, 0.323, -1.806, 1.118, -0.146, 0.336, 0.363, 0.365, -0.343, -0.043, 0.296, -0.112, -0.428, -0.571, -0.130, -0.070, 0.585, 0.397, -0.112, 0.408, -1.336, 0.511, -0.643, 0.303, 0.391, 0.293, -0.270, 0.365, 0.325, 0.940, -0.489, -0.610, -0.658, -0.426, 0.171, 0.376, 0.251, 0.346, -0.398, -0.369, -0.534, -0.085, 0.440, 0.384, 0.403, 0.050, 0.365, 0.078, -0.701, -0.627, -0.178, -0.120, 0.504, 0.403, 0.187, 0.337],
  "homo_energy_ev": -9.22
}